1.
Entry from the Open Molecules 2025 dataset: a molecular structure, C18H44BrClP2Ru (wB97M-V/def2-TZVPD).

LUMO (alpha / beta): 0.190 / -1.497 eV
molecular weight: 538.92 g mol⁻¹
total energy: -4523.871531 Eh
energy above the lowest of the compared OMol25 structures with the same formula, charge and spin: 0.000 eV
spin multiplicity: 5
net charge: 0

Atoms and positions in Å:
Ru (0.20938, -0.02521, -0.91264)
Cl (2.09003, 0.41675, -2.06020)
P (0.04594, 0.55367, 1.36803)
C (0.72263, 2.18952, 1.96635)
C (-1.33544, 0.25563, 2.54461)
C (1.37604, -0.61095, 1.90560)
C (0.28659, 3.35179, 1.08603)
H (1.79875, 2.00699, 1.85071)
C (0.42429, 2.53423, 3.43585)
H (-0.64158, 2.78376, 3.59630)
H (1.00283, 3.44041, 3.66062)
H (0.73948, 1.75489, 4.14488)
H (0.43894, 3.10650, 0.02496)
H (0.87666, 4.25632, 1.30525)
H (-0.77090, 3.61231, 1.26572)
H (2.30354, -0.18027, 1.49911)
C (1.15155, -1.96974, 1.25008)
C (1.47079, -0.63067, 3.44232)
H (2.03661, 0.24494, 3.79955)
H (2.01724, -1.53900, 3.72981)
H (0.48527, -0.64924, 3.93987)
H (0.70001, -1.86260, 0.22474)
H (0.50151, -2.60546, 1.85998)
H (2.11164, -2.48783, 1.11951)
C (-2.56342, 1.06519, 2.16423)
H (-0.96180, 0.68890, 3.49019)
C (-1.69448, -1.20407, 2.81696)
H (-2.31505, 2.13252, 2.29440)
H (-3.36368, 0.82131, 2.87944)
H (-2.90301, 0.84928, 1.14084)
H (-1.93927, -1.71949, 1.87698)
H (-2.57933, -1.20928, 3.47673)
H (-0.88678, -1.72734, 3.35637)
H (-0.94498, 0.97292, -0.41370)
H (1.10534, 1.05008, -0.11120)
P (0.03517, -0.44400, -4.94674)
C (1.70676, -1.01305, -5.71528)
C (-1.06593, -1.41067, -6.14234)
C (-0.06326, 1.22326, -5.89787)
C (2.40776, -2.08731, -4.88453)
H (2.31699, -0.09052, -5.67163)
C (1.67874, -1.53314, -7.15748)
H (1.15920, -2.49289, -7.22426)
H (2.71306, -1.69780, -7.47724)
H (1.21012, -0.85201, -7.86552)
H (2.46807, -1.79196, -3.83932)
H (3.42969, -2.22514, -5.27101)
H (1.89936, -3.05850, -4.97391)
H (0.89853, 1.70265, -5.63568)
C (-1.19484, 2.13496, -5.41773)
C (-0.13756, 1.13343, -7.44155)
H (0.84375, 0.93277, -7.86771)
H (-0.49040, 2.09032, -7.82025)
H (-0.84268, 0.37990, -7.78752)
H (-1.14241, 2.33801, -4.33956)
H (-2.18414, 1.70892, -5.65040)
H (-1.12730, 3.10081, -5.94226)
C (-1.01719, -2.92912, -5.90146)
H (-0.63190, -1.26784, -7.15038)
C (-2.49293, -0.85934, -6.24768)
H (-0.01016, -3.32844, -6.07951)
H (-1.71508, -3.45236, -6.57153)
H (-1.30307, -3.18124, -4.87876)
H (-2.95080, -0.68587, -5.26793)
H (-3.14192, -1.56935, -6.78985)
H (-2.49905, 0.09209, -6.79960)
Br (-1.68689, -1.55253, -0.80598)

These are the Löwdin partial charges, in e, on atoms 1 to 6: 0.37 -0.12 0.85 -0.52 -0.54 -0.53

=====

2.
Entry from the Open Molecules 2025 dataset: a molecular structure, C18H44BrFeN3O4 (wB97M-V/def2-TZVPD).

LUMO (alpha / beta): 0.107 / 0.094 eV
molecular weight: 502.32 g mol⁻¹
total energy: -5015.040225 Eh
spin multiplicity: 5
net charge: 0

Atoms and positions in Å:
Fe (1.15674, -1.10257, 1.09281)
Br (0.20528, -2.60696, 3.01030)
C (-1.58659, 1.25922, -2.61240)
C (-2.11219, 1.32809, -1.26193)
C (-3.65709, 1.72425, -1.29467)
C (-4.60021, 0.57378, -1.67843)
C (-4.38290, -0.48945, -0.69930)
C (-2.89331, -1.09845, -0.62138)
N (-1.95511, 0.01700, -0.43835)
O (-0.63453, -0.25226, 0.00584)
C (-2.60407, -2.03770, -1.89653)
C (-2.92508, -2.02647, 0.62419)
C (-1.47615, 2.52437, -0.48750)
H (-2.12447, 0.59287, -3.28676)
H (-0.56345, 0.88538, -2.65151)
H (-1.44099, 2.28547, -2.94961)
H (-3.84034, 2.52480, -2.01135)
H (-3.94855, 2.00846, -0.28355)
H (-4.42342, 0.30309, -2.71938)
H (-5.62390, 0.91423, -1.52267)
H (-5.04219, -1.31403, -0.97044)
H (-4.74573, -0.27008, 0.30485)
H (-1.52970, -1.93212, -2.04711)
H (-3.10258, -1.80614, -2.83778)
H (-2.90208, -3.06908, -1.70800)
H (-1.93010, -2.46530, 0.69862)
H (-3.68647, -2.79484, 0.49007)
H (-3.13276, -1.50141, 1.55654)
H (-1.67002, 3.47650, -0.98142)
H (-0.41233, 2.30298, -0.40157)
H (-1.80845, 2.66047, 0.54165)
C (3.44957, -3.22665, 1.55671)
O (3.15668, -1.84185, 1.58250)
H (4.15935, -3.46278, 2.34952)
H (2.54068, -3.82657, 1.60269)
H (3.89389, -3.43842, 0.58417)
H (4.02708, -1.43768, 1.55699)
C (0.03342, 1.41199, 3.77250)
C (0.89544, 1.75532, 2.59984)
C (1.69196, 3.12116, 2.70743)
O (2.79130, 3.03620, 1.75229)
C (3.68100, 4.18844, 1.77000)
N (1.77657, 0.64998, 2.27104)
H (-0.43391, 0.42767, 3.80087)
H (-0.70882, 2.17236, 4.01548)
H (0.68748, 1.29840, 4.63703)
H (0.10833, 1.82820, 1.84935)
H (2.04181, 3.26410, 3.72981)
H (1.04724, 3.93940, 2.38662)
H (4.33667, 4.47597, 0.94809)
H (4.40314, 3.94708, 2.54997)
H (3.13863, 5.12141, 1.92335)
H (2.58790, 1.21151, 2.05534)
H (2.14961, 0.31042, 3.14606)
C (1.16650, -3.28939, -2.73282)
C (1.75211, -2.44808, -1.59771)
C (1.89000, -0.93047, -1.87915)
O (2.12888, -0.21326, -0.61789)
C (2.37404, 1.15083, -0.95986)
N (0.98805, -2.80681, -0.45388)
H (0.11820, -3.07088, -2.93634)
H (1.26210, -4.33676, -2.44647)
H (1.82242, -3.40161, -3.59612)
H (2.71766, -2.94144, -1.48625)
H (0.93214, -0.65230, -2.31874)
H (2.64659, -0.84291, -2.65889)
H (2.75785, 1.69404, -0.09632)
H (1.46524, 1.54609, -1.41368)
H (3.09974, 1.30425, -1.75856)
H (0.07804, -2.51897, -0.78423)
H (0.73802, -3.78209, -0.37377)

These are the Löwdin partial charges, in e, on atoms 1 to 6: 0.52 -0.11 -0.06 -0.47 -0.13 -0.22

=====

Among the records above, which one has the lowest total energy?
C18H44BrFeN3O4